Entry from the OMol25 dataset: an isolated molecule of C4H9NO at a distorted geometry (ωB97M-V with the def2-TZVPD basis set).

Last column: Mulliken charge in e.
CARTESIAN COORDINATES (ANGSTROEM)
C -0.5695 1.7661 -0.5519  -1.39
C -0.0496 0.7628 0.4162  -0.21
C 1.3943 -0.4137 0.4398  -1.21
C 0.0184 -0.6469 0.0960  1.28
N -0.3090 -1.1295 -1.1944  -0.63
O -0.5485 -1.7455 1.2025  -0.65
H -0.1603 1.6158 -1.5556  0.35
H -0.3456 2.7823 -0.2200  0.37
H -1.6626 1.6939 -0.6261  0.32
H -0.1044 1.0580 1.4561  0.35
H 1.7331 -0.3627 1.4642  0.30
H 2.1633 -0.6083 -0.2978  0.27
H -1.2325 -0.8025 -1.4584  0.25
H -0.3141 -2.1442 -1.1761  0.32
H -0.0132 -1.8255 2.0055  0.28

Properties
Energy relative to the best compared isomer or geometry (same formula, charge and spin) (kcal/mol): 77.97
Energy (eV): -7828.93880
Frontier orbital gap (Eh): 0.3586
SMILES string: C[C@@H]1C[C@@]1(N)O


Entry from the OMol25 dataset: a cluster of 2 separate species, C10H14O2 in total at a distorted geometry (ωB97M-V with the def2-TZVPD basis set).

Last column: Mulliken charge in e.
CARTESIAN COORDINATES (ANGSTROEM)
C -0.3481 -1.7303 2.5018  -1.62
C 0.3603 -2.9448 1.9463  1.29
O 0.0393 -4.1177 2.6694  -0.57
C 0.2662 -3.1353 0.4275  -0.65
O 1.6203 -2.6426 0.2376  -0.44
C 1.8459 -2.6566 1.6649  -0.67
H -1.4263 -1.8875 2.6299  0.35
H 0.0599 -1.4759 3.4901  0.45
H -0.2263 -0.8542 1.8527  0.32
H 0.1917 -3.9022 3.6095  0.35
H -0.4937 -2.5463 -0.0988  0.31
H 0.1804 -4.1843 0.1562  0.29
H 2.5147 -3.4516 1.9963  0.31
H 2.2227 -1.6788 2.0194  0.26
C 0.1723 0.2271 -1.1916  0.00
C -0.5474 1.2012 -1.2038  -0.44
C -1.5875 2.1801 -1.4099  -0.64
C -1.1489 3.4979 -1.8570  -0.06
C -0.8044 4.4724 -2.4497  0.34
C 0.0320 5.3784 -3.2136  -1.09
H 0.7928 -0.6340 -0.9647  0.50
H -2.2876 1.8049 -2.1826  0.25
H -2.1586 2.2875 -0.4812  0.29
H 0.1700 6.2976 -2.6088  0.29
H -0.4311 5.6291 -4.1763  0.29
H 0.9913 4.8658 -3.3635  0.28

Properties
Energy relative to the best compared isomer or geometry (same formula, charge and spin) (kcal/mol): 123.31
Energy (eV): -14686.77870
Frontier orbital gap (Eh): 0.3764
SMILES string: CC1(O)COC1.C#CCC#CC


Entry from the OMol25 dataset: a structure of composition C16H27BeN3S4 at a distorted geometry (ωB97M-V with the def2-TZVPD basis set).

Last column: Mulliken charge in e.
CARTESIAN COORDINATES (ANGSTROEM)
Be -0.2092 0.0060 3.5269  -0.34
S -0.1111 -2.6145 -0.7884  0.08
S -0.1389 2.5990 -0.7729  0.09
C 1.5346 -3.3229 -0.8043  -0.34
C -0.2092 -2.4306 -2.6222  -0.89
C 0.5581 -1.2109 -3.1090  -0.62
N 0.0209 -0.0036 -2.4684  -0.03
C 0.5326 1.2149 -3.1047  -0.62
C -0.2498 2.4171 -2.6059  -0.89
H -1.2787 -2.3372 -2.8779  0.39
H 0.2144 -3.3581 -3.0429  0.43
H 0.4680 -1.1589 -4.2085  0.39
H 1.6212 -1.3012 -2.8401  0.27
H 0.4345 1.1672 -4.2020  0.39
H 1.5952 1.3195 -2.8437  0.27
H -1.3197 2.3091 -2.8520  0.39
H 0.1536 3.3530 -3.0252  0.43
C 1.4868 3.3455 -0.7973  -0.34
H -1.0249 -0.0167 -2.4784  0.17
H 2.1208 2.8368 -1.5274  0.27
H 1.9333 3.2797 0.1995  -0.29
H 1.3581 4.3968 -1.0721  0.33
H 1.9786 -3.2340 0.1930  -0.29
H 2.1569 -2.8074 -1.5416  0.28
H 1.4301 -4.3814 -1.0659  0.32
C -2.9007 -0.0285 0.5475  -0.12
C -3.4301 -0.0277 1.8276  -0.97
H -2.6586 -0.9788 0.0811  0.19
H -2.6415 0.9130 0.0776  0.18
H -3.5999 -0.9844 2.3355  0.37
H -3.6308 0.9295 2.3250  0.37
C -0.6835 3.1974 2.5919  -1.05
C 0.6172 2.4925 2.5830  0.62
N 0.6744 1.1778 2.9425  0.15
C 1.9729 0.6950 2.8663  0.34
C 2.9316 1.6888 2.7116  -0.38
S 2.1793 3.2202 2.4203  -0.03
C 1.9820 -0.6753 2.8635  0.41
C 2.9464 -1.6599 2.7078  -0.37
S 2.2044 -3.1985 2.4107  -0.03
C 0.6283 -2.5012 2.5750  0.62
N 0.6891 -1.1666 2.9378  0.12
C -0.6617 -3.2042 2.5813  -1.06
H -0.6785 4.2882 2.3931  0.37
H -1.1235 3.0191 3.5885  0.37
H -1.3521 2.7260 1.8556  0.18
H 4.0150 1.6497 2.9040  0.46
H 4.0222 -1.6160 2.9001  0.47
H -1.0926 -3.0411 3.5755  0.38
H -1.3297 -2.7347 1.8545  0.17
H -0.6397 -4.2866 2.3726  0.37

Properties
Energy relative to the best compared isomer or geometry (same formula, charge and spin) (kcal/mol): 19.34
Energy (eV): -65225.87521
Charge: +2
Frontier orbital gap (Eh): 0.1621


Entry from the OMol25 dataset: an isolated molecule of C4H8O2 (ωB97M-V with the def2-TZVPD basis set).

Last column: Mulliken charge in e.
CARTESIAN COORDINATES (ANGSTROEM)
C -0.7829 -1.9608 0.0110  -1.00
C -0.2420 -0.7737 0.8007  -0.13
O 1.0919 -0.5752 0.5798  -0.31
C 0.7828 0.7559 0.5840  -0.15
C 0.0136 1.5041 -0.4474  -0.27
O 0.7743 2.3843 -1.2508  -0.52
H -1.1753 -1.7365 -0.9868  0.25
H -1.5579 -2.5113 0.5604  0.30
H 0.0637 -2.6543 -0.1365  0.28
H -0.6907 -0.5443 1.7565  0.39
H 1.5381 1.3368 1.1463  0.37
H -0.7119 2.1556 0.0613  0.25
H -0.5691 0.7639 -1.0129  0.22
H 1.4654 1.8555 -1.6655  0.32

Properties
Energy relative to the best compared isomer or geometry (same formula, charge and spin) (kcal/mol): 105.11
Energy (eV): -8368.72371
Frontier orbital gap (Eh): 0.3299
SMILES string: C[C@H]1O[C@H]1CO


Entry from the OMol25 dataset: a structure of composition C8H11BrCaN2O2S at a distorted geometry (ωB97M-V with the def2-TZVPD basis set).

Last column: Mulliken charge in e.
CARTESIAN COORDINATES (ANGSTROEM)
N -2.0563 2.6277 0.8682  -0.41
C -1.0957 1.7261 0.8490  -0.04
C 0.0302 0.6349 0.3662  0.08
C -0.4210 -0.8610 0.8830  -0.71
C -0.5822 -0.8620 2.5330  -0.56
C -0.3449 -2.4427 3.0222  -0.60
Br 1.6100 -2.9893 2.8595  -0.03
C 0.4318 0.7131 -1.2245  0.12
C 2.0456 1.1385 -1.3303  0.08
N 3.2870 1.5549 -1.1863  -0.46
C -0.5388 1.6682 -2.1375  -0.85
S -0.4527 1.2526 -4.0006  0.74
O -0.8556 -0.2583 -4.2146  -0.56
O -1.4860 2.1194 -4.8209  -0.52
H 1.0269 0.8983 0.9683  0.42
H -1.4902 -1.0766 0.4462  0.32
H 0.3903 -1.6451 0.5019  0.31
H 0.2041 -0.1604 3.0453  0.34
H -1.6443 -0.5267 2.9005  0.41
H -1.0052 -3.1021 2.3028  0.40
H -0.7183 -2.5717 4.1281  0.43
H 0.3967 -0.4091 -1.6278  0.40
H -1.6948 1.5752 -1.8718  0.40
H -0.2663 2.8081 -1.9363  0.43
H 0.8492 1.3711 -4.5216  0.22
Ca 4.3806 -3.1828 3.1981  1.61

Properties
Energy relative to the best compared isomer or geometry (same formula, charge and spin) (kcal/mol): 177.20
Energy (eV): -114838.70769
Charge: +2
Frontier orbital gap (Eh): 0.1322


Entry from the OMol25 dataset: a structure of composition C33H20BrF5N3ORuS2 (ωB97M-V with the def2-TZVPD basis set).

Last column: Mulliken spin population.
CARTESIAN COORDINATES (ANGSTROEM)
Ru 0.2438 -0.2271 0.2211  0.62
S -1.4753 -1.2646 4.2502  0.01
C 0.2237 -1.2863 4.4676  -0.02
C 0.8980 -1.0091 3.3157  0.03
C 0.0454 -0.7747 2.1960  -0.11
C -1.2700 -0.8847 2.5779  0.05
C -2.3143 -0.6760 1.6062  0.01
C -3.6840 -0.8080 1.8283  0.01
C -4.5602 -0.6362 0.7773  0.00
C -4.0612 -0.3358 -0.4843  0.00
C -2.6978 -0.1939 -0.6331  0.00
N -1.8423 -0.3485 0.3810  -0.01
H 0.6350 -1.4968 5.4425  0.00
H 1.9796 -0.9694 3.2759  0.00
H -4.0407 -1.0485 2.8206  0.00
H -5.6262 -0.7354 0.9360  0.00
H -4.7123 -0.1932 -1.3343  0.00
H -2.2556 0.0827 -1.5812  0.00
O 6.3088 -1.6733 -0.0870  0.00
C 5.0278 -1.2662 -0.0109  0.00
C 4.6455 0.0709 -0.0557  0.00
C 3.3082 0.3847 0.0440  -0.01
N 2.3513 -0.5432 0.1812  0.01
C 2.7406 -1.8145 0.1830  -0.01
Br 1.3371 -3.0854 0.2483  0.01
C 4.0457 -2.2418 0.1072  0.00
H 6.8947 -0.9135 -0.1791  0.00
H 5.3765 0.8613 -0.1662  0.00
H 2.9582 1.4081 0.0381  0.00
H 4.3006 -3.2903 0.1220  0.00
F -1.5176 6.8715 -1.0271  0.00
C -1.0390 5.7217 -0.5481  0.00
C -1.8749 4.6401 -0.3541  0.00
F -3.1742 4.7476 -0.6428  0.00
C -1.3703 3.4498 0.1400  0.02
F -2.2391 2.4570 0.3282  0.00
C -0.0269 3.2693 0.4407  -0.01
S 0.7156 1.8413 1.1419  -0.02
C 0.7877 4.3883 0.2327  0.00
F 2.1007 4.3171 0.4884  0.00
C 0.3059 5.5900 -0.2476  0.00
F 1.1326 6.6221 -0.4380  0.00
N 0.2979 0.1276 -1.6916  0.43
C 0.2699 0.1866 -2.9455  -0.02
C 0.8512 -0.9302 -3.7611  0.03
C 1.6017 -0.6612 -4.9021  -0.01
C 2.2126 -1.6954 -5.5972  0.00
C 2.0650 -3.0068 -5.1684  0.00
C 1.3030 -3.2818 -4.0402  0.00
C 0.7023 -2.2479 -3.3399  0.00
C -0.3083 1.3653 -3.6669  0.02
C -0.1580 2.6440 -3.1388  -0.01
C -0.7314 3.7354 -3.7726  0.00
C -1.4746 3.5552 -4.9317  0.00
C -1.6283 2.2833 -5.4623  0.00
C -1.0396 1.1924 -4.8390  0.00
H 1.7143 0.3616 -5.2403  0.00
H 2.8044 -1.4759 -6.4766  0.00
H 2.5367 -3.8130 -5.7153  0.00
H 1.1740 -4.3042 -3.7075  0.00
H 0.1104 -2.4520 -2.4575  0.00
H 0.4257 2.7665 -2.2344  0.00
H -0.5995 4.7284 -3.3645  0.00
H -1.9276 4.4064 -5.4232  0.00
H -2.2051 2.1395 -6.3670  0.00
H -1.1519 0.2004 -5.2599  0.00

Properties
Energy relative to the best compared isomer or geometry (same formula, charge and spin) (kcal/mol): 14.25
Energy (eV): -148945.18735
Frontier orbital gap (spin up / spin down) (Eh): 0.2667 / 0.2500
2S+1: 2